Entry 1:
{
  "formula": "C15H24O7",
  "method": "ωB97M-V with the def2-TZVPD basis set",
  "elements": ["O", "C", "C", "C", "C", "O", "C", "C", "H", "H", "H", "H", "H", "H", "O", "C", "C", "C", "C", "O", "C", "C", "H", "H", "H", "H", "H", "H", "C", "O", "H", "H", "H", "H", "C", "O", "H", "H", "H", "H", "C", "O", "H", "H", "H", "H"],
  "positions_angstrom": [[-0.960674, -0.718894, 7.161753], [-0.124631, -0.932222, 6.103844], [0.988276, -0.068015, 5.817874], [1.810799, -0.352997, 4.798746], [1.515326, -1.494034, 3.993940], [2.452187, -1.723746, 3.040334], [0.357207, -2.224807, 4.082028], [-0.419057, -2.005473, 5.267638], [-1.660469, -1.143826, 7.555670], [1.302961, 0.691472, 6.608608], [2.851701, 0.017699, 4.632182], [2.172848, -2.242235, 2.219769], [0.061747, -3.012813, 3.470564], [-1.192920, -2.699802, 5.251193], [-1.889731, 2.121706, -5.614172], [-1.491514, 1.018136, -5.095945], [-1.792121, -0.218668, -5.761958], [-1.275443, -1.431229, -5.277332], [-0.377228, -1.411499, -4.145265], [0.228992, -2.661045, -3.765654], [-0.017405, -0.202414, -3.628204], [-0.565750, 1.050865, -4.047064], [-1.740078, 2.141787, -6.696847], [-2.295225, -0.170258, -6.599252], [-1.552190, -2.398887, -5.832631], [0.186329, -3.382635, -4.397890], [0.685720, -0.243975, -2.850636], [-0.562576, 1.851012, -3.347062], [-2.690719, 2.616924, -0.999602], [-1.319501, 2.465492, -0.645684], [-3.017894, 3.155029, -1.875115], [-3.369275, 2.921490, -0.209899], [-3.043775, 1.537278, -1.076579], [-0.963440, 2.947678, 0.001293], [-0.257785, -1.065991, -0.061620], [0.128922, 0.293435, -0.064344], [0.590487, -1.676746, 0.192567], [-0.532139, -1.249121, -1.123561], [-1.112391, -1.152878, 0.460096], [-0.396013, 0.994392, -0.419934], [3.510442, 1.828186, 0.710770], [2.802326, 1.391569, -0.582933], [4.232382, 2.548183, 0.312956], [4.042588, 0.992515, 1.264800], [2.759329, 2.238293, 1.419366], [1.939376, 1.061069, -0.246808]],
  "atomic_forces_ev_per_a": [[3.6, 4.2, 0.0], [-1.4, -1.6, -0.7], [-1.1, 0.5, 3.6], [1.5, -2.2, -1.5], [-0.2, 0.8, -1.3], [0.7, -1.0, -2.3], [0.4, 1.8, 3.3], [2.3, 1.4, -2.4], [-2.0, -2.5, 0.1], [-0.8, -0.9, -1.3], [-1.3, 0.3, 0.3], [0.1, 1.0, 2.1], [0.0, -1.2, -1.2], [-1.8, -0.6, 1.2], [-1.3, 4.3, -5.6], [2.6, -4.4, 0.3], [3.6, -0.4, 5.5], [-0.1, 0.0, -0.1], [-0.7, -2.5, -3.2], [-0.2, 2.1, 1.0], [-0.7, 0.6, 0.0], [-1.3, -2.9, 0.3], [-0.7, -0.2, 4.3], [-2.8, 0.1, -4.2], [0.6, 1.5, 1.1], [-0.5, 0.6, -0.5], [0.9, 0.3, 1.1], [0.7, 1.0, 0.0], [-1.2, -2.9, 1.3], [-2.0, -2.6, -4.8], [1.0, 0.3, -0.6], [0.5, 0.7, 0.6], [0.4, 1.2, -0.6], [1.4, 3.5, 3.9], [1.3, 1.9, -4.3], [2.8, -0.2, 1.6], [0.1, -0.2, 0.4], [0.2, -0.8, 0.5], [-2.7, -1.0, 2.4], [-1.5, 0.1, -0.7], [-0.8, -1.1, -1.5], [0.5, 0.2, 3.0], [-0.2, 0.0, 0.7], [-0.6, 0.7, -1.0], [0.6, 0.1, -0.6], [0.4, -0.1, -0.6]],
  "relative_energy_kcal_mol": 97.6,
  "homo_ha": -0.28613,
  "charge": 0,
  "smiles": "Oc1ccc(O)cc1.Oc1ccc(O)cc1.CO.CO.CO",
  "multiplicity": 1
}

Entry 2:
{
  "formula": "C4H10IN2S",
  "method": "ωB97M-V with the def2-TZVPD basis set",
  "elements": ["C", "C", "C", "N", "S", "C", "N", "I", "H", "H", "H", "H", "H", "H", "H", "H", "H", "H"],
  "positions_angstrom": [[1.728639, -0.760287, -0.421949], [0.670838, 0.279351, -0.575747], [-0.825203, -0.095767, -0.189746], [-1.886294, 0.483637, -0.952050], [-1.141343, -1.802718, 0.333976], [0.053241, 0.799937, 0.633397], [0.414024, 0.714780, 1.985738], [-0.909353, 3.258889, 0.148249], [2.550969, -0.645644, -1.236528], [1.521764, -1.752767, -0.540510], [2.228340, -0.663695, 0.540123], [0.756702, 0.907775, -1.450478], [-2.233678, 1.465743, -0.610317], [-2.791062, -0.067340, -0.974505], [-1.668478, 0.645676, -1.912011], [-2.088085, -1.378315, 1.329392], [1.315996, 0.965260, 2.289185], [-0.323397, 0.829644, 2.712235]],
  "atomic_forces_ev_per_a": [[3.6, 2.1, -1.2], [-0.9, -0.9, -0.1], [1.6, -1.0, 1.0], [-3.8, 1.1, -0.2], [-1.3, 1.5, 1.3], [-0.4, 2.0, 3.0], [-2.8, -0.5, -2.2], [0.5, -1.1, 0.3], [-1.3, 0.3, 1.4], [-1.5, -2.6, -0.2], [0.1, 0.0, 0.0], [-0.1, 0.3, 0.1], [1.2, -0.9, 0.0], [1.4, 0.0, 0.2], [0.5, 0.1, -1.1], [1.3, -0.8, -1.2], [1.2, 0.4, 0.0], [0.8, -0.2, -1.1]],
  "relative_energy_kcal_mol": 23.7,
  "homo_ha": [-0.47069, -0.47068],
  "charge": 1,
  "smiles": "C[C@H]1[C@@]([NH3+])(S)[C@]1(N)I",
  "multiplicity": 1
}